The following is a DFT calculation (the ωB97M-V functional and the def2-TZVPD basis) of a cluster of 2 separate species, CHCl3S in total.

Last column: natural (NBO) charge in e.
Element x y z (Å)
C (-0.20447, -0.25229, -0.34738)  -0.22
S (1.03857, 0.89730, -0.76223)  0.19
Cl (-1.10275, 0.43402, 1.97681)  -0.49
Cl (0.13632, -1.92313, -0.22266)  0.17
Cl (-1.68203, 0.23637, -0.95572)  0.18
H (1.81437, 0.60773, 0.31117)  0.17

Cartesian forces, eV/Å:
C -0.4 0.7 1.6
S 0.2 -0.2 0.8
Cl 1.1 -0.6 -1.2
Cl -0.2 0.6 0.2
Cl -0.7 -0.4 -1.0
H 0.0 -0.1 -0.4

Output
gap between HOMO and LUMO (alpha / beta) = 7.35 / 7.35 eV
HOMO energy (alpha / beta) = -9.57 / -9.57 eV
E_LUMO (alpha / beta) = -2.22 / -2.22 eV
energy above the lowest of the compared OMol25 structures with the same formula, charge and spin = 1.663 eV
charge = 0

The following is a DFT calculation (the ωB97M-V functional and the def2-TZVPD basis) of a structure of composition C26H44AgBN2O4P2.

Last column: natural (NBO) charge in e.
Element x y z (Å)
Ag (0.01929, -1.65666, -0.68780)  0.62
C (-4.59705, -1.31893, 1.98401)  -0.64
C (-3.87217, -0.05568, 1.50981)  -0.32
C (-2.84597, 0.31334, 2.59507)  -0.64
C (-4.88127, 1.08523, 1.35349)  -0.62
P (-2.76024, -0.50488, 0.04701)  0.93
C (-2.39513, 1.21455, -0.58765)  -0.53
N (-1.02199, 1.38883, -1.03334)  -0.68
B (0.05770, 0.39786, -1.15030)  0.29
N (1.23306, 1.25868, -1.34190)  -0.71
C (2.62099, 0.85787, -1.30824)  -0.52
P (2.95969, -0.63584, -0.22935)  0.90
C (4.74589, -0.93091, -0.83424)  -0.32
C (4.56194, -1.75224, -2.12081)  -0.62
C (5.61932, 0.28474, -1.15702)  -0.62
C (5.48226, -1.82393, 0.16550)  -0.62
C (3.02777, 0.12586, 1.49650)  -0.33
C (1.66940, 0.80324, 1.74592)  -0.62
C (4.13636, 1.14257, 1.76128)  -0.61
C (3.11947, -1.04064, 2.49089)  -0.64
C (0.87609, 2.58850, -1.36656)  0.22
C (1.62488, 3.74315, -1.52160)  -0.31
C (0.97305, 4.98165, -1.47893)  -0.26
C (-0.39663, 5.05734, -1.28389)  -0.26
C (-1.16178, 3.89560, -1.12625)  -0.27
C (-0.52548, 2.66727, -1.17138)  0.13
C (-3.82381, -1.21130, -1.34524)  -0.33
C (-3.89990, -2.72331, -1.09072)  -0.63
C (-5.22585, -0.63239, -1.51956)  -0.61
C (-3.04639, -1.00513, -2.65224)  -0.63
H (-5.05225, -1.11870, 2.96204)  0.18
H (-3.89162, -2.14643, 2.10198)  0.29
H (-5.40049, -1.60885, 1.30196)  0.18
H (-3.37353, 0.55262, 3.52678)  0.18
H (-2.25078, 1.18823, 2.31492)  0.19
H (-2.16626, -0.52432, 2.77481)  0.28
H (-5.37062, 1.25954, 2.32022)  0.19
H (-5.66101, 0.85539, 0.62753)  0.20
H (-4.41026, 2.02576, 1.05956)  0.20
H (-2.55881, 1.89883, 0.25042)  0.20
H (-3.10400, 1.51574, -1.37045)  0.19
H (3.22778, 1.70197, -0.96604)  0.19
H (2.97699, 0.60152, -2.31333)  0.20
H (4.00658, -1.20389, -2.88397)  0.21
H (4.01359, -2.67303, -1.91749)  0.23
H (5.54277, -2.01075, -2.53832)  0.18
H (5.19167, 0.89133, -1.95634)  0.20
H (6.60418, -0.05774, -1.50055)  0.19
H (5.77541, 0.92739, -0.29169)  0.21
H (4.86737, -2.67803, 0.45650)  0.23
H (5.76301, -1.28357, 1.07024)  0.20
H (6.40135, -2.20677, -0.29466)  0.19
H (1.53261, 1.69549, 1.13139)  0.20
H (1.63303, 1.10780, 2.79856)  0.19
H (0.84402, 0.10768, 1.57655)  0.28
H (4.11345, 1.97059, 1.04790)  0.20
H (5.13012, 0.69115, 1.73901)  0.19
H (3.99295, 1.57066, 2.76041)  0.20
H (2.27551, -1.72139, 2.35033)  0.29
H (3.06050, -0.64109, 3.51006)  0.19
H (4.05600, -1.59470, 2.40444)  0.19
H (2.69606, 3.69568, -1.67637)  0.20
H (1.55108, 5.89077, -1.60006)  0.19
H (-0.88348, 6.02540, -1.25186)  0.19
H (-2.23196, 3.95653, -0.97028)  0.20
H (-4.43198, -2.96008, -0.16930)  0.21
H (-2.89827, -3.15235, -1.00644)  0.26
H (-4.42119, -3.21076, -1.92405)  0.18
H (-5.86899, -0.85656, -0.66784)  0.20
H (-5.69174, -1.07085, -2.41148)  0.19
H (-5.20229, 0.45208, -1.65812)  0.20
H (-2.02386, -1.37630, -2.56726)  0.25
H (-2.99378, 0.04710, -2.94216)  0.20
H (-3.55458, -1.55205, -3.45571)  0.19
O (-1.94588, -3.08138, 2.47913)  -0.78
C (-0.85479, -3.02117, 1.87525)  0.68
O (0.01917, -2.11338, 1.98456)  -0.83
C (-0.52085, -4.16151, 0.86144)  0.68
O (-0.49894, -5.33239, 1.25171)  -0.73
O (-0.28654, -3.78570, -0.34639)  -0.86

Cartesian forces, eV/Å:
Ag -0.1 0.0 0.1
C 0.0 0.0 0.0
C 0.0 0.0 0.0
C 0.0 0.0 0.0
C 0.0 0.0 0.0
P 0.0 0.0 0.0
C 0.0 0.0 0.0
N 0.0 0.0 0.0
B 0.1 0.0 0.0
N 0.0 0.0 0.0
C 0.0 0.0 0.0
P 0.0 0.0 -0.1
C 0.0 0.0 0.0
C 0.0 0.0 0.0
C 0.0 0.0 0.0
C 0.0 0.0 0.0
C 0.0 0.0 0.0
C 0.0 0.0 0.0
C 0.0 0.0 0.0
C 0.0 0.0 0.0
C 0.0 0.0 0.0
C 0.0 0.0 0.0
C 0.0 0.0 0.0
C 0.0 0.0 0.0
C 0.0 0.0 0.0
C 0.0 0.0 0.0
C 0.0 0.0 0.0
C 0.0 0.0 0.0
C 0.0 0.0 0.0
C 0.0 0.0 0.0
H 0.0 0.0 0.0
H 0.0 0.0 0.0
H 0.0 0.0 0.0
H 0.0 0.0 0.0
H 0.0 0.0 0.0
H 0.0 0.0 0.0
H 0.0 0.0 0.0
H 0.0 0.0 0.0
H 0.0 0.0 0.0
H 0.0 0.0 0.0
H 0.0 0.0 0.0
H 0.0 0.0 0.0
H 0.0 0.0 0.0
H 0.0 0.0 0.0
H 0.0 0.0 0.0
H 0.0 0.0 0.0
H 0.0 0.0 0.0
H 0.0 0.0 0.0
H 0.0 0.0 0.0
H 0.0 0.0 0.0
H 0.0 0.0 0.0
H 0.0 0.0 0.0
H 0.0 0.0 0.0
H 0.0 0.0 0.0
H 0.0 0.0 0.0
H 0.0 0.0 0.0
H 0.0 0.0 0.0
H 0.0 0.0 0.0
H 0.0 0.0 0.0
H 0.0 0.0 0.0
H 0.0 0.0 0.0
H 0.0 0.0 0.0
H 0.0 0.0 0.0
H 0.0 0.0 0.0
H 0.0 0.0 0.0
H 0.0 0.0 0.0
H 0.0 0.0 0.0
H 0.0 0.0 0.0
H 0.0 0.0 0.0
H 0.0 0.0 0.0
H 0.0 0.0 0.0
H 0.0 0.0 0.0
H 0.0 0.0 0.0
H 0.0 0.0 0.0
O 0.0 0.0 0.0
C 0.0 0.0 0.0
O 0.0 0.0 0.0
C 0.0 0.0 0.0
O 0.0 0.0 0.0
O 0.0 0.0 0.0

Output
gap between HOMO and LUMO = 5.13 eV
HOMO energy = -0.77 eV
E_LUMO = 4.36 eV
energy above the lowest of the compared OMol25 structures with the same formula, charge and spin = 0.000 eV
charge = -2

The following is a DFT calculation (the ωB97M-V functional and the def2-TZVPD basis) of a cluster of 3 separate species, C20H45N3O4 in total.

Last column: Löwdin charge in e.
Element x y z (Å)
C (4.40488, 3.86979, 1.43801)  -0.09
C (2.83390, 3.53367, 1.44737)  -0.26
O (2.31877, 3.08846, 2.72139)  -0.18
C (3.07926, 1.98377, 3.26859)  -0.17
C (3.21489, 0.71445, 2.26549)  -0.16
O (3.72329, -0.44337, 2.96541)  -0.06
C (4.81306, -1.06977, 2.27567)  -0.52
N (4.66845, -1.43446, 0.84726)  0.12
C (6.31018, -0.52981, 2.56813)  -0.07
C (6.40393, -0.94938, 4.11833)  -0.05
C (5.69827, -2.38435, 4.01645)  -0.37
O (5.91172, -3.28575, 4.83643)  0.08
O (4.82028, -2.40235, 2.90969)  0.04
H (4.84051, 4.03836, 2.47463)  0.08
H (4.96268, 3.05095, 0.86051)  0.07
H (4.53242, 4.83762, 0.82971)  0.08
H (2.29864, 4.51529, 1.18226)  0.13
H (2.61717, 2.81196, 0.58319)  0.11
H (2.46150, 1.58609, 4.15451)  0.14
H (4.08635, 2.29022, 3.71929)  0.12
H (2.13260, 0.47845, 1.94491)  0.14
H (3.78606, 0.94977, 1.31265)  0.11
H (5.19398, -0.72820, 0.29817)  0.09
H (3.69128, -1.37547, 0.52680)  0.09
H (6.99042, -1.14162, 1.88195)  0.14
H (6.37283, 0.60312, 2.38797)  0.13
H (7.50475, -1.07284, 4.35331)  0.13
H (5.76504, -0.26578, 4.76436)  0.13
C (1.08887, 0.83778, -2.02763)  -0.09
C (0.02093, 0.93671, -0.94448)  -0.27
N (-0.68348, 2.21264, -0.93218)  -0.19
C (-1.47531, 2.42540, 0.27540)  -0.25
C (-2.64690, 1.47785, 0.52883)  -0.09
C (-1.32759, 2.60623, -2.17941)  -0.25
C (-2.36147, 1.65282, -2.77677)  -0.09
H (1.79232, 1.67251, -1.96639)  0.07
H (1.65672, -0.08902, -1.90321)  0.07
H (0.65259, 0.82116, -3.02860)  0.07
H (0.53320, 0.81326, 0.01677)  0.10
H (-0.67193, 0.09164, -1.04550)  0.10
H (-1.84565, 3.45633, 0.28894)  0.11
H (-0.79879, 2.36252, 1.13640)  0.11
H (-3.48598, 1.68527, -0.13583)  0.05
H (-3.01077, 1.61210, 1.55136)  0.07
H (-2.36357, 0.42852, 0.42061)  0.06
H (-0.54661, 2.77021, -2.93012)  0.10
H (-1.78830, 3.59212, -2.05528)  0.12
H (-2.01773, 0.61585, -2.79020)  0.06
H (-2.56656, 1.93889, -3.81310)  0.07
H (-3.31058, 1.69785, -2.24290)  0.05
C (-2.32496, -3.36272, -2.65763)  -0.09
C (-3.39191, -3.26848, -1.57334)  -0.27
N (-4.09777, -1.99271, -1.56135)  -0.19
C (-4.89074, -1.78000, -0.35288)  -0.26
C (-6.06263, -2.72789, -0.09930)  -0.09
C (-4.74244, -1.59955, -2.80956)  -0.26
C (-5.77648, -2.55355, -3.40694)  -0.08
H (-1.62387, -2.52627, -2.59560)  0.07
H (-1.75467, -4.28774, -2.53535)  0.07
H (-2.76240, -3.37875, -3.65828)  0.07
H (-2.88108, -3.39466, -0.61231)  0.12
H (-4.08164, -4.11582, -1.67487)  0.10
H (-5.26239, -0.74938, -0.33861)  0.11
H (-4.21494, -1.84272, 0.50853)  0.11
H (-6.90192, -2.52083, -0.76360)  0.06
H (-6.42623, -2.59350, 0.92316)  0.07
H (-5.77898, -3.77692, -0.20728)  0.07
H (-3.96181, -1.43539, -3.56060)  0.10
H (-5.20434, -0.61392, -2.68662)  0.11
H (-5.43207, -3.59005, -3.42008)  0.07
H (-5.98141, -2.26774, -4.44317)  0.07
H (-6.72581, -2.50885, -2.87349)  0.05

Cartesian forces, eV/Å:
C -0.3 0.2 -0.8
C 0.5 1.2 -0.8
O 1.4 -1.0 -0.7
C -0.3 -1.4 0.7
C -1.5 1.1 0.0
O 1.1 1.0 -1.7
C 1.0 -2.2 -0.3
N -0.2 2.2 0.5
C -1.9 0.4 0.6
C 0.1 -0.8 -2.4
C 0.5 -0.2 1.9
O -1.2 2.2 -3.1
O 1.7 0.6 2.2
H -0.6 -0.3 -1.4
H -0.5 1.1 1.1
H -0.1 -1.4 1.0
H 0.5 -1.6 0.7
H 0.1 0.7 1.3
H 0.9 0.7 -1.3
H -1.2 -0.3 -0.9
H 1.6 0.3 0.4
H -0.4 -0.3 1.3
H -0.5 -0.7 0.3
H 0.5 -0.2 0.4
H -0.8 1.0 1.1
H 0.1 -1.7 0.2
H -1.6 0.2 0.5
H 1.2 -0.9 -0.7
C 0.0 0.0 -0.1
C 0.0 0.1 -0.1
N 0.0 0.3 0.2
C 0.2 0.0 0.2
C -0.2 0.0 0.1
C 0.2 0.0 -0.3
C -0.2 0.0 -0.2
H -0.1 0.0 0.0
H -0.1 0.0 0.0
H 0.1 0.0 0.0
H -0.2 0.1 0.1
H 0.0 -0.2 0.0
H 0.1 -0.1 -0.2
H 0.1 -0.1 -0.1
H 0.0 -0.1 0.0
H 0.0 0.0 0.0
H 0.0 0.0 -0.1
H 0.0 -0.1 0.1
H 0.1 -0.1 0.3
H 0.0 0.0 0.1
H 0.0 0.0 0.1
H 0.0 -0.1 0.0
C -0.1 0.0 -0.1
C 0.1 0.1 -0.1
N -0.1 0.3 0.3
C 0.2 0.0 0.1
C -0.2 0.0 0.1
C 0.3 0.0 -0.2
C -0.2 0.0 -0.2
H -0.1 0.0 0.0
H -0.1 0.1 0.0
H 0.1 0.0 0.0
H -0.2 0.1 0.1
H 0.0 -0.1 0.0
H 0.1 0.0 -0.2
H 0.1 -0.1 -0.1
H 0.0 -0.1 0.0
H 0.0 0.0 0.0
H 0.0 0.1 0.0
H 0.0 -0.1 0.1
H 0.1 -0.1 0.3
H 0.0 0.1 0.0
H 0.0 0.0 0.1
H 0.0 -0.1 0.0

Output
gap between HOMO and LUMO = 8.60 eV
HOMO energy = -8.17 eV
E_LUMO = 0.43 eV
charge = 0
SMILES string = CCOCCO[C@@]1(N)CCC(=O)O1.CCN(CC)CC.CCN(CC)CC

The following is a DFT calculation (the ωB97M-V functional and the def2-TZVPD basis) of a structure of composition C3H8FN3O.

Last column: natural (NBO) charge in e.
Element x y z (Å)
C (0.65519, 0.45027, 0.02583)  0.38
C (-0.75220, 0.37090, 0.48364)  0.12
C (-1.75723, -0.44069, -0.34882)  -0.08
H (3.04012, 0.24339, -0.58994)  0.43
H (3.17276, -1.20280, 1.12532)  0.35
H (0.77786, -1.61129, -0.07050)  0.41
H (0.32254, 2.26809, -0.47283)  0.37
H (-0.83758, 0.14066, 1.54229)  0.20
H (-2.79062, -0.23354, 0.06388)  0.19
H (-1.59842, -0.20585, -1.45922)  0.18
H (-2.30611, -2.27111, -0.54364)  0.48
N (2.63562, -0.82893, -0.03991)  -0.71
N (1.25703, -0.78251, 0.26028)  -0.48
N (1.12514, 1.59397, -0.57652)  -0.72
O (-1.52028, -1.79706, -0.10924)  -0.73
F (-1.29083, 1.67648, 0.31195)  -0.38

Cartesian forces, eV/Å:
C 0.6 2.4 -2.2
C -2.1 1.6 -0.6
C -0.1 0.3 -0.2
H -1.8 -4.0 3.0
H -1.6 2.3 -4.7
H -0.3 0.2 0.0
H 1.2 -0.8 -0.3
H 0.1 -0.2 0.1
H 1.1 0.5 -0.9
H -0.6 0.1 1.5
H 2.0 0.7 1.1
N 3.5 0.7 1.9
N 1.4 2.5 -0.7
N -1.6 -4.1 2.7
O -1.6 -2.1 -1.1
F -0.2 -0.1 0.6

Output
gap between HOMO and LUMO = 9.09 eV
HOMO energy = -8.59 eV
E_LUMO = 0.50 eV
energy above the lowest of the compared OMol25 structures with the same formula, charge and spin = 3.307 eV
charge = 0

Q: charge of number 3 (C20H45N3O4)?
A: 0